[1]
Here is a cluster of 3 separate species, C19H36ClO8S in total from the Open Molecules 2025 dataset. Energies are from ωB97M-V/def2-TZVPD.

Geometry as XYZ:
```
65
C19H36ClO8S, DFT ωB97M-V/def2-TZVPD
C 4.2862 0.6113 3.6032
C 3.0553 1.1907 2.8930
C 2.7980 0.5571 1.5202
C 1.3592 0.5912 1.0657
O 0.9480 1.9636 0.6572
S 0.4437 2.9230 1.8177
C 1.2472 4.4540 1.3288
C 0.5614 5.7184 1.8603
C 1.5862 6.7469 2.3068
Cl 2.3578 6.2137 3.8279
C -1.2850 3.1993 1.3796
C -2.1338 3.3511 2.6507
C -2.5564 2.0181 3.2726
C -3.5284 1.2265 2.3769
O -3.1381 -0.0976 2.0774
H 4.1601 0.5977 4.6865
H 4.4672 -0.4196 3.2866
H 5.1919 1.1827 3.3913
H 2.1730 1.0662 3.5315
H 3.1999 2.2727 2.7760
H 3.4141 1.0294 0.7469
H 3.0946 -0.4981 1.5406
H 0.6666 0.2684 1.8453
H 1.1701 -0.0126 0.1833
H 2.2503 4.3606 1.7550
H 1.3123 4.4097 0.2399
H -0.0721 5.4990 2.7245
H -0.0822 6.1453 1.0865
H 2.3916 6.8702 1.5817
H 1.1202 7.7153 2.4773
H -1.5530 2.3092 0.8026
H -1.3430 4.0569 0.7079
H -3.0195 3.9293 2.3688
H -1.6072 3.9582 3.3943
H -1.6888 1.3808 3.4958
H -3.0089 2.2375 4.2419
H -4.4963 1.1280 2.8740
H -3.7155 1.7907 1.4469
H -2.1775 -0.2038 1.9879
C -3.4092 -2.1923 -2.5732
C -2.3040 -1.4320 -1.9077
C -0.9031 -1.9796 -2.1170
O -0.2364 -1.6114 -0.8922
C -1.1856 -1.4455 0.0593
O -0.9311 -1.2313 1.2130
O -2.4074 -1.5043 -0.4616
H -4.3772 -1.7565 -2.3335
H -3.2645 -2.1640 -3.6539
H -3.3972 -3.2372 -2.2644
H -2.3367 -0.3673 -2.1589
H -0.3674 -1.5513 -2.9581
H -0.9180 -3.0691 -2.1869
C 1.7761 -6.2725 -6.1114
C 1.0733 -5.7234 -4.9019
C 0.4438 -6.7416 -3.9658
O -0.6782 -6.0211 -3.4392
C -1.0327 -5.0795 -4.3418
O -2.0439 -4.4487 -4.2954
O -0.0891 -4.9574 -5.2936
H 2.1539 -5.4671 -6.7381
H 2.6207 -6.8862 -5.7945
H 1.0948 -6.8871 -6.6996
H 1.7197 -5.0461 -4.3357
H 1.0786 -7.0589 -3.1442
H 0.0716 -7.6100 -4.5146
```

As for the spin multiplicity: 1. As for the net charge: +1. As for the HOMO-LUMO gap: 9.583 eV.

---

[2]
Here is a structure of composition C19H36F3MnN5O20 from the Open Molecules 2025 dataset. Energies are from ωB97M-V/def2-TZVPD.

Geometry as XYZ:
```
84
C19H36F3MnN5O20, DFT ωB97M-V/def2-TZVPD
Mn -2.0486 -0.7220 1.8860
C -1.0709 2.6887 3.3934
C -1.8136 1.5186 2.9372
O -1.4171 0.3314 3.3576
O -2.7173 1.5127 2.0918
H -0.2598 2.9820 2.7622
H -0.6745 2.6132 4.4272
H -1.7263 3.6151 3.4810
C 1.4694 -1.2692 -0.2987
C 0.3025 -0.4413 0.0827
O -0.3504 -0.7867 1.1021
O -0.0155 0.5042 -0.6500
H 1.1421 -1.8203 -1.1758
H 2.0082 -1.9130 0.4240
H 2.1835 -0.5319 -0.6979
C -4.0946 -3.2799 4.2643
C -3.2033 -2.3564 3.4044
O -3.5176 -1.1247 3.2729
O -2.1019 -2.6610 2.8836
H -3.5871 -3.8978 5.0444
H -4.6030 -4.1124 3.7115
H -4.8458 -2.7496 4.7559
C -3.0781 -2.4469 -0.0895
O -1.7502 -3.0106 -0.1568
O -3.0561 -1.1471 0.3499
C -3.5429 -2.4352 -1.5946
F -2.6425 -1.7645 -2.3253
F -3.5394 -3.6519 -2.2094
F -4.8031 -2.0995 -1.8222
C -1.5648 -4.2033 0.6928
C -0.1689 -4.4510 0.8885
H 0.3805 -3.6030 1.3050
H -0.0373 -5.3785 1.4911
H 0.2180 -4.6694 -0.0953
H -2.1001 -5.1281 0.2252
H -2.1460 -4.0087 1.6136
H -3.6168 -3.1300 0.4622
O 0.6759 4.5875 0.3643
C 1.5261 4.1741 -0.3675
O 2.8039 4.5158 -0.2754
C 3.6168 3.9307 -1.2391
C 2.6844 3.3138 -2.3298
C 1.3469 3.2252 -1.5632
H 4.1784 3.0605 -0.7962
H 4.3079 4.6399 -1.6529
H 3.1238 2.3735 -2.6377
H 2.4803 3.9534 -3.2145
H 0.9839 2.2419 -1.2401
H 0.4392 3.6301 -2.0102
C -1.1046 0.9939 -3.8793
N 0.1798 1.4700 -4.4393
O 0.3390 2.6753 -4.5525
O 1.0302 0.6154 -4.7309
H -1.7997 1.8496 -3.8895
H -0.8223 0.9007 -2.7593
H -1.3465 0.0381 -4.3103
C 4.7137 -2.1476 -0.3831
N 5.2892 -1.0901 0.3845
O 4.9554 0.0224 0.0888
O 6.1292 -1.3986 1.2094
H 4.2612 -2.8931 0.3450
H 5.4540 -2.5206 -1.0408
H 3.9200 -1.8270 -1.0128
C 2.9101 4.5105 2.8560
N 2.4355 3.0797 2.8919
O 2.0946 2.5850 3.9198
O 2.4046 2.4767 1.8438
H 3.9662 4.3685 2.7694
H 2.6451 5.0633 3.7941
H 2.4273 5.0155 2.0350
C 0.6209 -4.4085 -4.3244
N 1.8789 -4.5014 -3.5288
O 2.4144 -3.4551 -3.2139
O 2.3323 -5.5883 -3.2212
H 0.8847 -4.5503 -5.3518
H 0.1858 -3.4555 -4.0903
H -0.0268 -5.2291 -4.0151
C -2.9530 3.6870 0.2413
N -4.0661 3.9838 1.1646
O -3.8454 4.5474 2.1796
O -5.1954 3.7416 0.7606
H -2.0737 4.1193 0.6309
H -3.1812 4.0776 -0.7725
H -2.8355 2.6258 0.1682
```

As for the spin multiplicity: 4. As for the net charge: 0. As for the HOMO-LUMO gap (spin up / spin down): 5.247 / 8.507 eV.

---

[3]
Here is a cluster of 9 separate species, C19H36N12O13 in total from the Open Molecules 2025 dataset. Energies are from ωB97M-V/def2-TZVPD.

Geometry as XYZ:
```
80
C19H36N12O13, DFT ωB97M-V/def2-TZVPD
C -0.5966 0.1278 0.5757
O -0.5824 -0.3658 1.7241
O -1.6652 0.0355 -0.0081
O 0.4028 0.5873 0.0775
C 1.8043 -3.0131 0.2530
C 1.9180 -4.4072 0.3365
C 2.9239 -5.0324 1.0209
C 3.8679 -4.2774 1.6430
C 3.8602 -2.8671 1.5806
C 2.7896 -2.1877 0.9417
O 2.7224 -0.8288 0.9603
O 2.9850 -6.3397 0.9439
H 0.9596 -2.5006 -0.1830
H 1.1733 -5.0293 -0.1377
H 4.7127 -4.8662 1.9686
H 4.6760 -2.3300 2.0415
H 1.9081 -0.5854 0.5139
H 3.5827 -6.6350 1.6347
C -3.8639 -0.9036 -5.3713
C -3.7058 0.1313 -4.4327
C -3.3390 -0.1526 -3.1266
C -3.1248 -1.4880 -2.7518
C -3.1115 -2.5252 -3.6794
C -3.4364 -2.2210 -5.0212
O -3.8614 -3.2051 -5.8295
O -3.1471 0.7885 -2.1889
H -4.2701 -0.7419 -6.3589
H -3.8538 1.1881 -4.5991
H -3.1328 -1.7067 -1.6942
H -3.0354 -3.5994 -3.5972
H -4.7361 -2.9588 -6.1393
H -2.5827 0.5070 -1.4651
C -0.7884 3.8901 -2.5747
O -1.4211 4.1057 -3.5684
N -0.6996 2.6293 -2.1497
N -0.2453 4.7723 -1.8310
H -1.1888 1.8523 -2.5705
H -0.0312 2.4477 -1.4146
H 0.1593 4.4231 -0.9739
H -0.1244 5.7087 -2.1895
C -0.9161 -1.7463 5.0407
O -2.0431 -1.2451 4.9712
N -0.0481 -1.6844 4.0890
N -0.5540 -2.5228 6.0670
H 0.9170 -1.9579 4.2070
H -0.2353 -1.1499 3.2528
H 0.3356 -2.9786 6.2114
H -1.3074 -2.8400 6.6603
C 3.5548 2.6956 -0.2874
O 4.5329 3.1734 -0.8382
N 2.6842 2.0222 -0.9339
N 3.1556 2.8871 0.9271
H 2.0564 1.4165 -0.4248
H 3.0729 1.7415 -1.8229
H 2.3548 2.4112 1.3174
H 3.8361 3.3470 1.5149
C -2.6404 2.7752 1.6123
O -3.0523 1.8128 2.2420
N -2.2550 2.7852 0.3929
N -2.5291 3.9327 2.2102
H -1.8301 3.6805 0.1976
H -2.0932 1.9254 -0.1118
H -2.7346 3.9708 3.1984
H -2.4378 4.7474 1.6204
C 1.3255 1.9244 3.7560
O 2.1014 2.5788 4.4180
N 0.0437 2.0768 3.7597
N 1.5772 0.9709 2.9826
H -0.4052 2.9352 4.0458
H -0.4551 1.4958 3.1012
H 0.8524 0.4709 2.4878
H 2.4982 0.5828 2.8369
C 0.9484 -0.7461 -3.1813
O 1.1538 -1.4616 -4.1722
N 1.8612 -0.5849 -2.2291
N -0.1982 -0.2503 -2.7989
H 2.6366 -1.2320 -2.2199
H 1.5836 -0.1540 -1.3588
H -0.1451 0.1853 -1.8892
H -1.1044 -0.4184 -3.2121
```

As for the spin multiplicity: 1. As for the net charge: -2. As for the HOMO-LUMO gap: 6.325 eV. The energy relative to the best compared isomer or geometry (same formula, charge and spin) is 0.0 kcal/mol.

---

[4]
Here is a cluster of 2 separate species, C19H36N3O3 in total from the Open Molecules 2025 dataset. Energies are from ωB97M-V/def2-TZVPD.

Geometry as XYZ:
```
61
C19H36N3O3, DFT ωB97M-V/def2-TZVPD
C -3.4992 1.9101 -2.3714
O -2.6037 2.4196 -1.3966
C -2.7873 1.7818 -0.1425
C -1.4382 1.3907 0.4724
C -0.8379 0.2552 -0.3854
C 0.3384 0.7699 -1.2405
C 0.6234 -0.2271 -2.3451
C -0.2104 -0.2396 -3.4366
C 0.0194 -1.1502 -4.4170
C 1.0533 -2.0411 -4.3369
C 1.8953 -1.9983 -3.2703
C 1.6748 -1.0863 -2.2748
O -1.7404 1.0283 1.8032
C -0.7787 1.3476 2.7942
C 0.5599 0.6096 2.6290
C 0.3072 -0.9040 2.7605
C 1.6292 -1.6841 2.5512
C 1.8102 -2.3835 1.1847
N 0.6152 -2.9812 0.5870
C -0.6476 2.8763 3.0215
C 0.7704 3.4678 3.0024
C 1.3507 3.6028 1.6100
N 2.6477 3.0098 1.4425
O 0.7810 4.1838 0.7038
H -3.3934 2.5269 -3.2603
H -3.2283 0.8766 -2.6164
H -4.5354 1.9213 -2.0279
H -3.3178 0.8394 -0.3225
H -3.4069 2.3444 0.5598
H -0.8020 2.2730 0.3614
H -1.5626 -0.1231 -1.1068
H -0.5100 -0.5950 0.2063
H 1.2509 0.8798 -0.6466
H 0.1142 1.7563 -1.6394
H -1.0152 0.4796 -3.4729
H -0.6552 -1.1666 -5.2647
H 1.1965 -2.7639 -5.1264
H 2.7199 -2.6951 -3.2190
H 2.3611 -1.0765 -1.4389
H -1.1829 0.9387 3.7207
H 1.0381 0.8374 1.6774
H 1.2224 0.8551 3.4528
H -0.0159 -1.0988 3.7834
H -0.5109 -1.2235 2.1203
H 1.7938 -2.4000 3.3545
H 2.4320 -0.9499 2.6081
H 2.3062 -1.7185 0.4869
H 2.5177 -3.1974 1.3554
H 0.2922 -2.4723 -0.2228
H -0.1216 -3.1491 1.2551
H -1.1139 3.1925 3.9515
H -1.2010 3.3814 2.2282
H 0.6762 4.4947 3.3669
H 1.4705 2.9844 3.6756
H 2.7912 2.7962 0.4613
H 3.3724 3.6608 1.7278
N -0.5045 -5.2755 -1.7889
H -1.4509 -4.8927 -1.8235
H -0.0471 -5.1362 -2.6926
H 0.0358 -4.7883 -1.0517
H -0.5480 -6.2741 -1.5777
```

As for the spin multiplicity: 1. As for the net charge: +1. As for the HOMO-LUMO gap: 7.625 eV. The energy relative to the best compared isomer or geometry (same formula, charge and spin) is 20.6 kcal/mol.

---

[5]
Here is a cluster of 3 separate species, C19H36NO13P in total from the Open Molecules 2025 dataset. Energies are from ωB97M-V/def2-TZVPD.

Geometry as XYZ:
```
70
C19H36NO13P, DFT ωB97M-V/def2-TZVPD
C -2.8670 0.5258 5.5888
C -2.6606 -0.0441 4.2124
O -3.4577 0.0415 3.3173
O -1.4771 -0.6736 4.0822
C -0.9996 -0.8293 2.7313
C 0.5194 -0.9211 2.7823
C 1.1780 -1.7852 1.6814
C 0.3912 -2.0484 0.3932
C -0.1018 -0.8772 -0.4428
N 0.9510 0.0773 -0.8817
C 1.2480 1.1185 0.1077
C 2.6476 1.0062 0.7007
O 3.5344 0.3875 0.2129
O 2.7956 1.6739 1.8945
C 0.5385 0.7559 -2.0651
O 1.2825 1.1365 -2.9138
O -0.8082 0.9362 -2.1212
C -1.2960 2.1672 -2.6874
P -2.6743 2.7515 -1.6573
O -3.6345 3.5459 -2.4095
O -3.2762 1.4276 -1.0243
O -2.0227 3.5867 -0.4504
H -3.0384 1.5972 5.4940
H -3.7472 0.0578 6.0282
H -2.0029 0.3507 6.2244
H -1.4747 -1.7016 2.2811
H -1.3307 0.0477 2.1718
H 0.7797 -1.3569 3.7487
H 0.9482 0.0831 2.8057
H 2.1637 -1.3941 1.4269
H 1.3660 -2.7714 2.1131
H -0.4921 -2.6468 0.6329
H 1.0148 -2.6777 -0.2464
H -0.9319 -0.3520 0.0478
H -0.5173 -1.3017 -1.3563
H 0.4980 1.1614 0.9042
H 1.2421 2.1048 -0.3789
H 2.7000 2.6280 1.7841
H -0.5090 2.9157 -2.7733
H -1.7206 1.9746 -3.6736
H -2.6395 0.8817 -0.5448
H -1.3653 3.0898 0.0504
C -6.9587 -0.9794 0.3113
C -6.1125 -1.4542 -0.8502
O -4.7422 -1.6442 -0.4763
C -4.2640 -2.7688 0.0819
C -5.2233 -3.8233 0.5769
O -3.0720 -2.8716 0.2222
H -7.0021 -1.7213 1.1091
H -7.9759 -0.7770 -0.0247
H -6.5394 -0.0637 0.7273
H -6.5122 -2.3589 -1.3108
H -6.0750 -0.6898 -1.6242
H -5.4248 -3.6319 1.6309
H -4.7342 -4.7896 0.4878
H -6.1666 -3.8588 0.0392
C 6.0673 1.1358 -1.3886
C 5.9051 1.0506 -2.8899
O 6.7208 2.0042 -3.5864
C 8.0095 1.7701 -3.9048
C 8.7163 0.5676 -3.3205
O 8.5813 2.5593 -4.6062
H 7.0858 0.8961 -1.0790
H 5.3835 0.4485 -0.8975
H 5.8497 2.1483 -1.0459
H 6.0905 0.0432 -3.2645
H 4.8857 1.3082 -3.1731
H 9.2175 0.8785 -2.4040
H 9.4697 0.2460 -4.0344
H 8.0669 -0.2736 -3.0963
```

As for the spin multiplicity: 1. As for the net charge: 0. As for the HOMO-LUMO gap: 9.702 eV.

---

[6]
Here is a cluster of 12 separate species, C19H37B2Cl23F3O4 in total from the Open Molecules 2025 dataset. Energies are from ωB97M-V/def2-TZVPD.

Geometry as XYZ:
```
88
C19H37B2Cl23F3O4, DFT ωB97M-V/def2-TZVPD
C -1.7558 -1.0299 2.1830
C -1.1348 0.0762 1.3199
C -2.1554 1.2170 1.2106
C -0.7253 -0.4318 -0.0537
B 0.1581 0.6111 -0.9918
B 0.5284 -0.3642 -2.3780
O 1.6223 -1.2265 -2.5208
O -0.3254 -0.3803 -3.4807
O 1.2674 1.2290 -0.2508
C 1.5079 2.5529 -0.6946
C 2.7656 2.4719 -1.5686
C 0.1435 2.8901 -1.4158
Cl -0.7228 4.1055 -0.2046
C 0.1877 3.6953 -2.7502
F 1.2616 4.5296 -2.8248
F -0.9040 4.4890 -2.9502
F 0.2328 2.8401 -3.8087
O -0.6227 1.8332 -1.5310
H -1.2034 -1.9652 2.1695
H -1.8408 -0.6612 3.2057
H -2.7727 -1.1928 1.8335
H -0.2425 0.4474 1.8188
H -2.4000 1.4160 0.1759
H -1.8119 2.1273 1.6890
H -3.0947 0.9515 1.6895
H -0.1615 -1.3603 0.0190
H -1.6240 -0.6675 -0.6413
H 2.4040 -0.7325 -2.2801
H -1.2348 -0.2782 -3.2050
H 1.5953 3.1987 0.1672
H 2.7370 3.0581 -2.4795
H 3.6187 2.8272 -1.0032
H 2.9766 1.4428 -1.8236
C 1.4909 -4.4795 -0.0347
Cl 2.0647 -2.8592 0.3167
Cl 0.0805 -4.9122 0.9547
H 1.2048 -4.5206 -1.0777
H 2.2837 -5.1904 0.1711
C -5.3417 1.2653 4.3411
Cl -3.7404 1.8519 4.8045
Cl -5.2405 -0.0472 3.1608
H -5.8461 0.9001 5.2274
H -5.8959 2.0742 3.8962
C 6.2742 -2.2057 1.1208
Cl 5.2793 -2.0735 -0.3308
Cl 5.6244 -1.2537 2.4604
H 6.3061 -3.2456 1.4221
H 7.2698 -1.8450 0.8937
C -4.3937 4.0104 -0.4692
Cl -4.3129 2.5345 -1.4277
Cl -5.0383 3.7101 1.1551
H -3.3906 4.4102 -0.3717
H -5.0422 4.7165 -0.9733
C -0.3887 -0.2467 -6.8470
Cl 0.7035 -1.6329 -6.9386
Cl -2.0868 -0.7399 -6.9031
H -0.2165 0.2665 -5.9066
H -0.1913 0.4013 -7.6918
C 5.7871 5.7577 -1.0064
Cl 5.7847 4.2754 -1.9714
Cl 5.5085 5.4246 0.7106
H 6.7568 6.2300 -1.1115
H 5.0014 6.4191 -1.3692
C 1.2372 -6.2638 4.1836
Cl 2.9865 -6.5072 4.2772
Cl 0.5568 -5.7781 5.7443
H 1.0323 -5.4885 3.4563
H 0.7767 -7.1940 3.8813
C -1.4450 -6.9281 -1.9618
Cl 0.3016 -7.1014 -1.7034
Cl -1.9900 -5.2654 -1.7575
H -1.6662 -7.2460 -2.9729
H -1.9610 -7.5543 -1.2440
C 1.6789 -9.5285 0.5781
Cl 3.4303 -9.7558 0.6667
Cl 0.9998 -9.0453 2.1376
H 1.4634 -8.7496 -0.1421
H 1.2235 -10.4633 0.2755
C 2.4294 7.6019 -3.2942
Cl 4.1828 7.7748 -3.0825
Cl 1.5774 9.1071 -2.9362
H 2.2351 7.3281 -4.3231
H 2.0760 6.8328 -2.6226
C -7.2659 3.4464 7.2532
Cl -6.9529 3.8060 5.5512
Cl -5.8813 3.8325 8.2789
H -8.1135 4.0361 7.5791
H -7.4809 2.3888 7.3478
```

As for the spin multiplicity: 1. As for the net charge: -1. As for the HOMO-LUMO gap: 6.002 eV.

---

| no. | E_tot (Eh) |
| --- | --- |
| 1 | -2205.63194 |
| 2 | -3974.25350 |
| 3 | -2381.04840 |
| 4 | -1135.28120 |
| 5 | -2119.90782 |
| 6 | -11981.03457 |